The following is a DFT calculation (wB97M-V/def2-TZVPD) of a structure of composition C4H4CsO.

Structure (ORCA input):
```
! RIJCOSX wB97M-V def2-TZVPD def2/J DEFGRID3
* xyz 2 2
C -1.741 0.105 -0.158
C -0.453 0.528 -0.324
H -3.943 -0.588 -0.077
H -0.268 1.611 -0.366
C -2.906 -0.276 -0.079
O 1.901 0.216 -0.052
H 0.471 -0.864 -1.133
H 0.545 -1.109 0.726
Cs 5.675 0.734 1.543
C 0.718 -0.356 -0.080
*
```

## Properties
LUMO energy (spin up / spin down) in eV: -10.32 / -10.71
ΔE to the lowest compared entry with this formula, charge and spin in kcal/mol: 0.0
<S²>: 0.76
HOMO (spin up / spin down) in eV: -19.018 / -18.769

***

The following is a DFT calculation (wB97M-V/def2-TZVPD) of a structure of composition C20H15Cl2N3OPdS.

Structure (ORCA input):
```
! RIJCOSX wB97M-V def2-TZVPD def2/J DEFGRID3
* xyz 0 1
H 1.382 -0.173 4.480
H 0.264 1.180 4.216
H -1.453 4.088 -1.161
C 0.412 0.114 4.070
O -0.618 2.003 -0.316
Pd -0.238 0.039 -0.096
C -0.537 2.575 0.831
C -3.561 -2.236 -2.774
C 0.345 -0.201 2.618
C -0.888 4.019 0.899
Cl -5.020 -2.550 -1.884
C -1.548 6.713 0.980
H -0.412 -1.635 -4.871
C -2.516 -1.516 -2.149
C 0.521 -1.565 2.087
H -4.359 -3.255 -4.457
C -3.505 -2.718 -4.068
H -0.359 -0.428 4.620
H 0.307 -2.920 -0.896
C 0.780 -2.670 2.884
C -1.681 6.002 -0.204
N 0.089 0.668 1.695
C 0.894 -3.916 2.284
C -0.758 4.733 2.088
C -1.414 -1.359 -3.002
H 0.879 -2.551 3.952
C -1.311 -1.821 -4.301
H -0.983 6.631 3.050
H -0.400 4.224 2.971
C -2.376 -2.514 -4.848
N 0.375 -1.694 0.745
C -1.352 4.656 -0.247
H 1.097 -4.789 2.889
S -2.655 -0.929 -0.529
H 0.811 -4.982 0.411
Cl 0.042 -0.486 -2.448
H -2.045 6.497 -1.095
H -1.807 7.763 1.012
C -1.086 6.078 2.126
C 0.738 -4.028 0.913
H -2.330 -2.885 -5.862
N -0.177 1.983 1.957
C 0.467 -2.891 0.173
*
```

## Properties
LUMO energy in eV: -0.96
ΔE to the lowest compared entry with this formula, charge and spin in kcal/mol: 21.7
HOMO in eV: -7.045

***

The following is a DFT calculation (wB97M-V/def2-TZVPD) of an isolated molecule of C3H8O.

Structure (ORCA input):
```
! RIJCOSX wB97M-V def2-TZVPD def2/J DEFGRID3
* xyz 0 1
H 0.548 -1.389 -0.444
O -0.296 -1.016 1.336
H 1.747 0.591 -0.766
H 1.846 0.116 0.995
H -0.688 0.224 -1.813
C -1.053 0.036 -0.761
H -1.311 1.012 -0.240
C 1.190 0.489 0.207
H -0.983 -0.356 1.736
H -1.869 -0.705 -0.760
H 0.748 1.537 0.445
C 0.120 -0.537 0.065
*
```

## Properties
LUMO energy in eV: 1.04
ΔE to the lowest compared entry with this formula, charge and spin in kcal/mol: 9.5
SMILES: CC(C)O
HOMO in eV: -10.256

***

Asked for E_tot across the records above, the calculation gives -6786.5071, -66860.9234, -5287.7375 eV in order.